(1)
C21H22BrN3O3 in the gas phase. Source: OMol25; level of theory: wB97M-V/def2-TZVPD.

As for the SMILES: CN(C)CCCN1C(=O)C(=O)/C(=C(/O)c2ccncc2)[C@@H]1c1cccc(Br)c1. The gap between HOMO and LUMO comes out at 8.05 eV. The LUMO energy is -0.0248 hartree.

The geometry in ORCA input format:
```
! wB97M-V def2-TZVPD RIJCOSX def2/J DEFGRID3
* xyz 0 1
C -2.4604 3.5193 2.3537
N -2.5048 3.3330 0.9172
C -3.2972 4.3718 0.2908
C -1.1662 3.2518 0.3561
C -1.1803 2.6860 -1.0649
C 0.2024 2.1799 -1.4821
N 0.6868 1.1220 -0.6319
C 1.7522 1.2633 0.1899
O 2.4296 2.2593 0.3065
C 1.9285 -0.0662 0.9259
O 2.7757 -0.3005 1.7566
C 0.8600 -0.9287 0.4361
C 0.5084 -2.1549 0.8845
O -0.6208 -2.7212 0.4079
C 1.2686 -2.9107 1.8935
C 0.6028 -3.4915 2.9732
C 1.3453 -4.2120 3.8951
N 2.6492 -4.3926 3.7943
C 3.2772 -3.8533 2.7644
C 2.6422 -3.1070 1.7838
C 0.0746 -0.1855 -0.6193
C 0.2079 -0.8864 -1.9539
C 1.4254 -0.8753 -2.6250
C 1.5633 -1.5368 -3.8319
C 0.4949 -2.2275 -4.3788
C -0.7097 -2.2382 -3.6982
Br -2.1898 -3.1909 -4.4294
C -0.8683 -1.5715 -2.4960
H -3.4777 3.5167 2.7426
H -1.9753 4.4629 2.6470
H -1.9137 2.6939 2.8078
H -4.2886 4.3806 0.7412
H -2.8505 5.3718 0.4077
H -3.4061 4.1595 -0.7703
H -0.5888 2.5775 0.9939
H -0.6552 4.2303 0.3615
H -1.9075 1.8735 -1.1092
H -1.4857 3.4493 -1.7807
H 0.9340 2.9888 -1.4062
H 0.1690 1.8218 -2.5174
H -0.7657 -3.5870 0.8148
H -0.4606 -3.3551 3.1126
H 0.8717 -4.6688 4.7539
H 4.3433 -4.0289 2.7229
H 3.1937 -2.6957 0.9555
H -0.9863 -0.1196 -0.3456
H 2.2635 -0.3424 -2.2002
H 2.5090 -1.5205 -4.3516
H 0.5962 -2.7498 -5.3173
H -1.8162 -1.5946 -1.9811
*
```

Results of the natural (NBO) charge analysis, in e, for atoms 1 through 4: C -0.41; N -0.43; C -0.42; C -0.22

(2)
A molecular structure, C25H21AsCl3IrN2O2PS4. Source: OMol25; level of theory: wB97M-V/def2-TZVPD.

The gap between HOMO and LUMO comes out at 6.39 eV. The LUMO energy is 0.0770 hartree.

The geometry in ORCA input format:
```
! wB97M-V def2-TZVPD RIJCOSX def2/J DEFGRID3
* xyz -1 1
Ir -0.4455 0.0616 -0.6470
Cl 0.6296 3.7993 5.4091
C 0.0358 2.7011 4.1920
C 0.9004 2.2183 3.2253
C 0.3996 1.3520 2.2775
Cl 1.4486 0.6969 1.0453
C -0.9457 0.9313 2.2155
O -1.4064 0.1242 1.3126
C -1.7624 1.4537 3.2389
Cl -3.4297 0.9693 3.2690
C -1.2942 2.3197 4.2082
H 1.9421 2.5050 3.2146
H -1.9659 2.6971 4.9658
S 1.1068 0.2711 -2.2704
C 0.4190 -0.5085 -3.6610
C 1.2257 -0.5941 -4.8350
N 1.8822 -0.6767 -5.7768
C -0.8420 -0.9983 -3.6234
S -1.8008 -0.8979 -2.1615
C -1.4634 -1.6273 -4.7393
N -1.9905 -2.1307 -5.6317
S 0.6644 3.9065 -3.0765
P -1.1021 3.2289 -2.5955
S -1.3214 2.1761 -0.8129
C -1.9309 2.3497 -3.9487
C -3.1730 1.7509 -3.7515
C -3.8318 1.1513 -4.8117
C -3.2433 1.1281 -6.0698
C -2.0013 1.7109 -6.2676
C -1.3464 2.3264 -5.2095
C -2.2294 4.6092 -2.1877
C -3.3899 4.8944 -2.8957
C -4.1739 5.9875 -2.5449
C -3.8060 6.7983 -1.4837
C -2.6440 6.5189 -0.7736
C -1.8588 5.4354 -1.1263
H -3.6096 1.7466 -2.7601
H -4.7910 0.6750 -4.6518
H -3.7418 0.6294 -6.8913
H -1.5317 1.6724 -7.2420
H -0.3729 2.7821 -5.3423
H -3.6855 4.2720 -3.7297
H -5.0759 6.2004 -3.1054
H -4.4179 7.6496 -1.2119
H -2.3478 7.1503 0.0548
H -0.9458 5.2222 -0.5843
C -1.3935 -4.5746 0.2782
As -1.3671 -2.7337 0.8382
C -3.1790 -2.1531 0.5645
C -1.0397 -2.7761 2.7300
O -0.0931 -2.0268 0.0281
H -2.1064 -5.1529 0.8657
H -0.3927 -4.9882 0.3863
H -1.6733 -4.5919 -0.7741
H -3.8165 -2.8610 1.0969
H -3.3994 -2.1884 -0.4995
H -3.3039 -1.1455 0.9493
H -1.8172 -3.3542 3.2283
H -1.0300 -1.7557 3.1069
H -0.0674 -3.2396 2.8880
*
```

Results of the natural (NBO) charge analysis, in e, for atoms 1 through 4: Ir 0.62; Cl -0.02; C -0.06; C -0.24

(3)
A molecular structure, CH6AlBF4NO6P2. Source: OMol25; level of theory: wB97M-V/def2-TZVPD.

The gap between HOMO and LUMO comes out at 8.72 eV. The LUMO energy is 0.0754 hartree.

The geometry in ORCA input format:
```
! wB97M-V def2-TZVPD RIJCOSX def2/J DEFGRID3
* xyz -1 1
O -3.4759 0.1956 0.5845
C -2.7700 -0.4512 -0.3842
N -1.9695 -1.2184 -1.2403
P -0.4135 -1.4116 -0.3695
B 0.4873 -0.3783 -1.7330
O 0.3402 1.0865 -1.8947
O 1.4151 -1.1417 -2.6394
P 1.4232 -1.5023 0.8810
O 0.9397 -2.0645 2.2835
O 2.7054 -2.4122 0.1316
O 1.9967 0.1273 1.1054
H -0.4159 -2.8648 -0.5438
H -1.0685 -0.8582 0.7969
H 1.1947 1.5656 -1.6043
H 2.3326 -0.7535 -2.5190
H 2.3528 -3.3402 -0.0066
H 1.1770 0.7285 1.0007
F -2.3881 3.0744 -0.1592
Al -1.2503 2.9387 1.2302
F -0.3758 4.4984 1.4445
F -0.0625 1.6240 0.9073
F -2.1747 2.5579 2.7283
*
```

Results of the natural (NBO) charge analysis, in e, for atoms 1 through 4: O -0.49; C 0.85; N -0.90; P 0.50

(4)
2 unconnected molecules or ions with the total composition C3H2Cl3NO. Source: OMol25; level of theory: wB97M-V/def2-TZVPD.

The gap between HOMO and LUMO comes out at 9.03 eV. The LUMO energy is -0.0164 hartree.

The geometry in ORCA input format:
```
! wB97M-V def2-TZVPD RIJCOSX def2/J DEFGRID3
* xyz 0 1
C 1.5269 -0.4296 0.6230
C 0.4792 0.3039 -0.0349
C 0.8325 -0.3868 -2.1251
N 2.4016 -0.8702 1.2293
O -0.8259 -0.0321 0.2169
Cl 0.4915 0.9699 -3.1502
Cl -0.1698 -1.7313 -2.2914
Cl 2.5082 -0.8946 -2.1685
H 0.5969 1.4106 0.0271
H -1.2437 -0.8950 0.0530
*
```

Results of the natural (NBO) charge analysis, in e, for atoms 1 through 4: C 0.19; C 0.10; C -0.27; N -0.25

(5)
2 unconnected molecules or ions with the total composition C5H16NO2. Source: OMol25; level of theory: wB97M-V/def2-TZVPD.

The gap between HOMO and LUMO comes out at 10.45 eV. The LUMO energy is -0.1317 hartree.

The geometry in ORCA input format:
```
! wB97M-V def2-TZVPD RIJCOSX def2/J DEFGRID3
* xyz 1 1
C 0.0432 2.0000 -1.6322
C 0.0434 1.1649 -0.3563
C -1.0393 0.0885 -0.4397
C -1.2264 -0.6463 0.8944
C -1.0072 0.0552 2.2307
O 0.2533 0.6840 2.4968
N 1.4743 0.6075 0.0826
H -0.3467 1.3277 -2.5134
H 1.0855 2.3761 -1.8485
H -0.3722 2.9376 -1.4470
H -0.3316 1.7262 0.5222
H -0.6733 -0.6086 -1.2454
H -1.9545 0.6248 -0.7586
H -0.4030 -1.4920 0.8544
H -1.9611 -1.5410 1.0315
H -1.5520 1.0207 2.3886
H -1.5040 -0.7196 3.0796
H 0.7242 0.2628 3.3609
H 1.3517 0.0306 0.9379
H 2.0428 1.5609 0.4772
H 1.9986 0.2177 -0.7261
H 0.3137 -4.1860 -2.4083
H 1.7292 -3.2939 -2.4800
O 1.3113 -4.1979 -2.5012
*
```

Results of the natural (NBO) charge analysis, in e, for atoms 1 through 4: C -0.65; C -0.03; C -0.42; C -0.49

(6)
A molecular structure, C5H12NO. Source: OMol25; level of theory: wB97M-V/def2-TZVPD.

The gap between HOMO and LUMO comes out at 10.66 eV. The LUMO energy is -0.1455 hartree.

The geometry in ORCA input format:
```
! wB97M-V def2-TZVPD RIJCOSX def2/J DEFGRID3
* xyz 1 1
C 1.9515 -0.7170 0.4349
C 0.2498 1.4051 -1.4075
C -1.6874 -0.4400 1.2842
C 0.9564 -1.2394 -0.4975
C -0.3794 0.2243 -0.7433
N -0.7374 0.5008 0.6626
O 1.6699 -0.0895 1.4360
H 3.0031 -0.9036 0.1735
H 1.1126 1.7702 -0.8550
H -0.4791 2.2144 -1.4781
H 0.5610 1.1625 -2.4181
H -1.8815 -0.1419 2.3128
H -2.6296 -0.4640 0.7375
H -1.2627 -1.4422 1.2960
H 0.3269 -2.0322 -0.1176
H 1.3243 -1.4592 -1.4914
H -1.1907 -0.2447 -1.2913
H -1.0978 1.4607 0.7421
H 0.1901 0.4359 1.2201
*
```

Results of the natural (NBO) charge analysis, in e, for atoms 1 through 4: C 0.43; C -0.67; C -0.42; C -0.50

(7)
A molecular structure, C12H40BKO12. Source: OMol25; level of theory: wB97M-V/def2-TZVPD.

The gap between HOMO and LUMO comes out at 8.59 eV. The LUMO energy is -0.0252 hartree.

The geometry in ORCA input format:
```
! wB97M-V def2-TZVPD RIJCOSX def2/J DEFGRID3
* xyz 0 1
K -0.7892 1.2651 -2.8895
B -0.6853 -0.2934 -0.5401
H -1.6751 -0.0804 -1.0625
H -0.8790 -0.7391 0.5143
H -0.0832 -1.0283 -1.1684
H -0.1632 0.7076 -0.4719
C 3.3927 3.3389 1.1411
C 2.4059 2.3753 1.8018
O 3.2163 1.3887 2.4234
O 2.7313 4.2858 0.2673
H 3.9188 2.7869 0.3647
H 3.9492 3.8368 1.9350
H 1.7530 1.9703 1.0208
H 1.7758 2.8990 2.5316
H 2.8954 0.5123 2.1416
H 1.9031 4.5882 0.6630
C -2.2823 -3.2662 -1.8582
C -3.7053 -3.5603 -2.2655
O -3.7818 -4.4201 -3.4239
O -1.8018 -2.1281 -2.5748
H -1.5547 -4.0791 -1.9065
H -2.2973 -2.9580 -0.8008
H -4.2065 -2.6364 -2.5715
H -4.3165 -4.0148 -1.4862
H -3.4055 -3.8869 -4.1339
H -1.3107 -1.5529 -1.9575
C 2.1734 -0.5882 -3.7612
C 2.1182 0.2276 -5.0409
O 2.0594 -0.5108 -6.2435
O 1.9357 0.2813 -2.6630
H 3.0762 -1.1828 -3.6352
H 1.3669 -1.3296 -3.8425
H 3.0463 0.8215 -5.1282
H 1.3654 1.0299 -4.9703
H 1.9176 0.0984 -6.9693
H 2.1389 -0.2316 -1.8677
C 2.9550 -2.2120 2.0606
C 2.5637 -3.0229 0.8342
O 2.4206 -2.1501 -0.2648
O 2.0436 -1.1514 2.2447
H 3.8955 -1.7123 1.8241
H 3.0076 -2.8580 2.9423
H 1.5900 -3.5012 1.0020
H 3.2799 -3.8178 0.6222
H 1.4899 -1.9239 -0.3640
H 1.1135 -1.3928 2.2152
C -2.0003 2.6491 1.7512
C -2.4452 4.0507 2.0576
O -1.3530 4.9296 2.2399
O -1.3827 2.5696 0.4628
H -2.9051 2.0303 1.7163
H -1.3348 2.2185 2.5058
H -2.9753 4.0183 3.0194
H -3.1815 4.4033 1.3301
H -1.5481 5.6748 2.8078
H -1.2718 1.6217 0.2871
C -1.3089 -0.8095 2.8419
C -2.6702 -0.3276 2.3001
O -3.6625 -0.1464 3.2736
O -0.4529 0.2145 3.2882
H -0.8747 -1.4265 2.0399
H -1.3931 -1.4579 3.7165
H -2.9864 -1.0113 1.5074
H -2.4912 0.6320 1.8158
H -3.9812 -0.9371 3.7092
H -0.3420 0.9199 2.6416
*
```

Results of the natural (NBO) charge analysis, in e, for atoms 1 through 4: K 0.97; B -0.83; H -0.04; H -0.01